The following is a DFT calculation (ωB97M-V/def2-TZVPD) of one molecule with the formula C19H22FN3O2.

Calculated values
SMILES: COc1ccccc1NC(=O)CN1CCN(c2ccccc2F)CC1
E_HOMO: -7.70 eV
electronic energy: -31342.7106 eV
ΔE to the lowest compared entry with this formula, charge and spin: 0.8168 eV
charge: 0

Element x y z (Å)
1 C -4.54000 -0.35062 -2.80447
2 H -4.30596 -1.38860 -3.06037
3 O -3.76602 0.09996 -1.71985
4 C -3.90712 -0.53936 -0.50928
5 C -4.74507 -1.61450 -0.27312
6 C -4.80470 -2.18510 0.99081
7 C -4.02997 -1.68649 2.01854
8 C -3.18717 -0.60926 1.79654
9 C -3.11875 -0.02790 0.54071
10 N -2.30060 1.06359 0.23139
11 C -1.42426 1.73467 1.02558
12 O -1.20211 1.46966 2.18814
13 C -0.66414 2.83664 0.28020
14 N 0.62175 2.39162 -0.23047
15 C 1.57667 2.04509 0.80869
16 H 1.61576 2.86226 1.53069
17 C 2.95822 1.85369 0.17438
18 N 2.91742 0.80426 -0.82496
19 C 3.17877 -0.50915 -0.47707
20 C 4.32609 -0.85253 0.25583
21 C 4.65259 -2.15078 0.57993
22 C 3.84415 -3.19118 0.15516
23 C 2.72040 -2.89714 -0.59456
24 C 2.39367 -1.58948 -0.89997
25 H 1.49870 -1.40765 -1.47308
26 H 2.07803 -3.69348 -0.94030
27 H 4.09493 -4.21049 0.40144
28 H 5.55131 -2.33080 1.14900
29 F 5.19218 0.11573 0.66037
30 C 1.92132 1.11736 -1.82197
31 C 0.53132 1.32058 -1.20593
32 H -0.17320 1.61355 -1.98937
33 H 0.18544 0.37504 -0.75307
34 H 1.90112 0.34388 -2.58975
35 H 2.22564 2.05995 -2.29003
36 H 3.68335 1.62790 0.95076
37 H 3.25468 2.78142 -0.32490
38 H 1.28933 1.12484 1.34393
39 H -1.25061 3.21730 -0.56101
40 H -0.47495 3.65353 0.98061
41 H -2.40311 1.36659 -0.72790
42 H -2.57929 -0.21047 2.59092
43 H -4.07688 -2.13129 3.00026
44 H -5.46386 -3.02296 1.15962
45 H -5.35764 -2.01913 -1.06308
46 H -4.27707 0.29425 -3.64191
47 H -5.61072 -0.25760 -2.59878

***

The following is a DFT calculation (ωB97M-V/def2-TZVPD) of C19H22Ga as an isolated structure.

Calculated values
E_HOMO: -4.10 eV
electronic energy: -72435.9298 eV
charge: -1

Element x y z (Å)
1 Ga -0.19905 3.88468 -3.10429
2 C 1.85780 3.53172 -2.97056
3 C 2.09161 2.16117 -2.46876
4 C 1.98784 1.86179 -1.09764
5 C 2.12625 0.56731 -0.62447
6 C 2.36300 -0.48461 -1.50838
7 C 2.48836 -0.21395 -2.86801
8 C 2.36439 1.08851 -3.33645
9 H -0.70051 3.26586 -4.50497
10 H -0.89613 3.09038 -1.87248
11 H -0.50574 5.46053 -2.95216
12 H 2.25325 3.64984 -3.98147
13 H 2.27778 4.28385 -2.30106
14 H 1.75884 2.66916 -0.41025
15 H 2.01685 0.35886 0.43654
16 H 2.42324 -1.50499 -1.14499
17 H 2.66452 -1.03037 -3.56089
18 H 2.44557 1.28795 -4.40087
19 C 0.89116 -2.89368 0.92573
20 C 1.78090 -3.92148 1.20456
21 C 2.20541 -4.13620 2.50877
22 C 1.74359 -3.31933 3.53229
23 C 0.86471 -2.28211 3.24972
24 C 0.44218 -2.06706 1.94523
25 H 0.56239 -2.71805 -0.09043
26 H 2.14294 -4.55524 0.40494
27 H 2.90048 -4.93729 2.72713
28 H 2.07757 -3.48442 4.54905
29 H 0.51576 -1.63451 4.04402
30 H -0.23294 -1.25182 1.71823
31 C -4.77006 0.66802 2.15526
32 C -4.23255 -0.60583 2.28231
33 C -3.19568 -1.00313 1.44930
34 C -2.69154 -0.12646 0.49680
35 C -3.22145 1.15058 0.37586
36 C -4.26403 1.54463 1.20386
37 H -5.57913 0.98112 2.80367
38 H -4.61775 -1.28594 3.03193
39 H -2.77044 -1.99462 1.54716
40 H -1.87654 -0.43115 -0.14801
41 H -2.81445 1.83589 -0.35691
42 H -4.67840 2.54038 1.11071

***

The following is a DFT calculation (ωB97M-V/def2-TZVPD) of one molecule with the formula C19H22N2O2 in a non-equilibrium geometry.

Calculated values
SMILES: COc1ccc(N2CCN(CC(=O)c3ccccc3)CC2)cc1
E_HOMO: -7.75 eV
electronic energy: -27119.7491 eV
ΔE to the lowest compared entry with this formula, charge and spin: 17.3778 eV
charge: 0

Element x y z (Å)
1 C -5.00393 -0.92032 -1.23148
2 O -4.05972 -1.04837 -0.20119
3 C -3.03450 -0.04388 -0.08572
4 C -2.84224 0.85749 -0.97317
5 C -1.79347 1.54738 -0.87130
6 C -1.03740 1.48866 0.44113
7 C -1.41228 0.43580 1.46167
8 C -2.41953 -0.24888 0.95239
9 H -2.68770 -1.02557 1.68524
10 H -0.71154 0.35534 2.18450
11 N 0.03292 2.64920 0.61610
12 C 0.93589 2.22860 1.54400
13 C 1.94634 0.76813 1.12225
14 N 2.65121 1.36372 0.04387
15 C 3.54760 0.23357 -0.57375
16 C 2.81148 -0.92641 -1.08042
17 O 3.07589 -1.19994 -2.34448
18 C 1.89884 -1.79318 -0.34860
19 C 2.38293 -2.20531 0.72866
20 C 1.31680 -3.00864 1.61074
21 C 0.01709 -3.22164 0.90343
22 C -0.39734 -2.56886 -0.07302
23 C 0.65233 -1.83209 -0.89094
24 H 0.34274 -1.46846 -1.73269
25 H -1.27833 -2.62197 -0.86314
26 H -0.58340 -3.75729 1.54535
27 H 1.62990 -3.68877 2.43525
28 H 3.31417 -2.02882 1.15416
29 H 4.19151 0.68678 -1.01768
30 H 4.13173 -0.17347 0.49324
31 C 1.73850 1.81224 -1.10328
32 C 0.82671 2.83671 -0.69239
33 H 0.23742 3.23902 -1.34841
34 H 1.47046 3.57233 -0.28890
35 H 2.30010 1.94338 -1.90460
36 H 1.09641 1.09199 -1.33980
37 H 2.69492 0.75839 1.83971
38 H 1.28093 0.08370 1.39257
39 H 0.50356 1.96477 2.59689
40 H 1.54882 3.14504 1.89524
41 H -1.56386 2.43740 -1.27176
42 H -3.63692 1.12909 -1.58852
43 H -5.88039 -1.76838 -1.19591
44 H -4.54956 -1.18035 -2.22686
45 H -5.68510 0.10186 -1.39836

***

The following is a DFT calculation (ωB97M-V/def2-TZVPD) of one molecule with the formula C19H22N2O4S in a non-equilibrium geometry.

Calculated values
SMILES: Cc1ccc(S(=O)(=O)N(C)c2ccc(C(=O)N3CCOCC3)cc2)cc1
E_HOMO: -8.79 eV
electronic energy: -42065.2401 eV
ΔE to the lowest compared entry with this formula, charge and spin: 1.8184 eV
charge: 0

Element x y z (Å)
1 C -3.45411 0.13152 -2.21210
2 C -1.98376 -0.00409 -2.45668
3 C -1.08902 0.92175 -1.92926
4 C 0.26959 0.80522 -2.16361
5 C 0.73422 -0.24275 -2.93430
6 C -0.13508 -1.16782 -3.47889
7 C -1.49237 -1.04347 -3.24155
8 H -2.17962 -1.76008 -3.66660
9 H 0.26147 -1.96004 -4.09434
10 S 2.49515 -0.51015 -3.09868
11 O 2.78544 -1.18562 -4.32650
12 O 3.19012 0.70700 -2.81574
13 N 2.76966 -1.62460 -1.84504
14 C 2.24817 -1.25202 -0.60198
15 C 2.60262 -0.01110 -0.06929
16 C 2.05760 0.42273 1.12105
17 C 1.15775 -0.37693 1.82142
18 C 0.86153 -1.64032 1.32880
19 C 1.38978 -2.07371 0.12753
20 H 1.12542 -3.05337 -0.23585
21 H 0.20002 -2.28288 1.89030
22 C 0.57533 0.05349 3.12701
23 O 0.71110 -0.60742 4.14026
24 N -0.08549 1.24153 3.12490
25 C -0.57099 1.93907 1.95648
26 H -0.15903 1.49891 1.04917
27 C -2.10527 1.85591 1.92326
28 H -2.50584 2.46800 1.11303
29 O -2.67743 2.35444 3.10678
30 C -2.21471 1.64384 4.23678
31 H -2.69517 2.10250 5.10165
32 C -0.69080 1.72439 4.35120
33 H -0.33232 1.10324 5.17265
34 H -0.38653 2.76477 4.50698
35 H -2.51928 0.58885 4.16549
36 H -2.40349 0.80564 1.77122
37 H -0.27011 2.99124 2.02410
38 H 2.34603 1.38309 1.52270
39 H 3.29876 0.60658 -0.61128
40 C 2.71099 -3.01043 -2.24548
41 H 3.23963 -3.08767 -3.19208
42 H 1.68528 -3.36941 -2.38466
43 H 3.21277 -3.62127 -1.49565
44 H 0.97627 1.51810 -1.77089
45 H -1.46167 1.74046 -1.33116
46 H -3.64814 0.67564 -1.29129
47 H -3.93010 -0.84438 -2.15678
48 H -3.91436 0.68160 -3.03307

***

The following is a DFT calculation (ωB97M-V/def2-TZVPD) of one molecule with the formula C19H22N2O7S.

Calculated values
SMILES: Cc1ccc(S(=O)(=O)N[C@@H](CO)C(=O)N[C@@H](Cc2ccc(O)cc2)C(=O)O)cc1
E_HOMO: -8.15 eV
electronic energy: -48208.9369 eV
ΔE to the lowest compared entry with this formula, charge and spin: 0.3283 eV
charge: 0

Element x y z (Å)
1 C 4.90293 4.55060 0.64839
2 C 4.04055 3.32919 0.57634
3 C 4.28789 2.34950 -0.38171
4 C 3.50648 1.21138 -0.44486
5 C 2.47571 1.05068 0.45969
6 C 2.21411 2.00320 1.42386
7 C 2.99940 3.14176 1.47903
8 H 2.80109 3.89304 2.22920
9 H 1.41049 1.83461 2.12394
10 S 1.44518 -0.39935 0.32685
11 O 2.26614 -1.52896 -0.00637
12 O 0.60023 -0.47698 1.48880
13 N 0.43146 -0.13726 -0.95485
14 H 0.86497 -0.31509 -1.84625
15 C -0.36180 1.07553 -0.90558
16 H -0.03403 1.66222 -0.03841
17 C -0.17677 1.90921 -2.17018
18 O 1.19793 2.20887 -2.30594
19 H 1.31569 2.76351 -3.08403
20 H -0.77846 2.82096 -2.08222
21 H -0.54325 1.33259 -3.02905
22 C -1.84805 0.72208 -0.71021
23 O -2.70604 1.05601 -1.50184
24 N -2.08068 0.04875 0.42430
25 H -1.29029 -0.24873 0.98968
26 C -3.39576 -0.47088 0.71950
27 C -3.94030 0.11211 2.01264
28 O -4.82917 -0.37077 2.65976
29 O -3.32484 1.24498 2.36099
30 H -3.70750 1.59410 3.18209
31 H -4.03680 -0.09828 -0.09259
32 C -3.44372 -2.02255 0.75513
33 C -2.27241 -2.56668 -0.01012
34 C -1.15059 -3.02048 0.66950
35 C 0.01151 -3.32412 -0.00853
36 C 0.07661 -3.14973 -1.38561
37 C -1.06888 -2.78139 -2.08404
38 C -2.22972 -2.48915 -1.39675
39 H -3.10206 -2.15941 -1.94142
40 H -1.02091 -2.69100 -3.15799
41 O 1.24323 -3.30890 -2.06682
42 H 1.96924 -3.24634 -1.43006
43 H 0.88949 -3.64324 0.53242
44 H -1.17455 -3.11083 1.74537
45 H -4.39055 -2.35542 0.33031
46 H -3.40337 -2.35808 1.79199
47 H 3.68752 0.44128 -1.17705
48 H 5.09754 2.48484 -1.08333
49 H 5.21311 4.86509 -0.34510
50 H 5.80161 4.33335 1.22605
51 H 4.37971 5.37011 1.13395

***

For the records above, the corresponding HOMO-LUMO gap values read 0.30208, 0.24865, 0.28499, 0.34202, 0.31232 Eh.